# C54H75N13

A cluster of 13 separate species, C54H75N13 in total (ωB97M-V/def2-TZVPD, the OMol25 dataset).

The geometry in XYZ format:
```
142
Properties=species:S:1:pos:R:3
N -6.313 -2.363 -3.370
H 2.908 -4.615 1.902
C -5.235 -1.506 -1.642
C 1.207 -4.664 -1.622
H -4.014 -2.890 -6.981
C -0.034 6.374 1.752
N 4.674 3.293 -3.086
C 0.966 6.341 -0.232
C 4.899 5.490 3.601
H 8.282 0.514 0.495
H 1.467 -0.787 1.107
C 2.067 -0.635 -0.962
H 0.108 -1.091 2.942
H -8.319 -1.912 -2.760
C 7.223 0.694 0.582
C -3.468 4.535 -3.029
C -6.634 -1.363 -1.425
C -4.592 3.886 -3.469
H -4.167 -2.359 -3.390
H 0.696 -1.936 0.078
C 0.128 5.263 -0.209
H -2.315 -1.835 -1.944
H 1.647 6.691 -0.992
C 0.100 1.384 0.114
C -5.028 -4.383 0.588
N -2.596 -2.247 -5.513
H -0.864 1.896 0.155
H 0.046 4.488 -0.951
C 6.476 1.414 -0.315
H -5.330 4.168 -4.201
H 1.972 1.261 1.227
H 5.869 3.612 1.140
H 6.697 1.924 -1.237
H -0.668 -2.354 -1.440
C -4.339 -5.265 2.532
H -2.085 -4.786 -3.566
H 2.760 -1.473 -1.033
H 6.632 -0.304 2.487
H 1.804 -2.260 4.379
H -1.213 -2.290 -3.916
N -3.253 -4.834 1.820
H 2.943 6.210 3.010
H -1.608 0.315 1.879
C 2.655 2.453 -2.741
C 3.252 -3.841 2.566
C -5.464 -4.979 1.798
H -1.937 -0.382 4.552
H 4.279 -2.899 5.500
H -2.304 -4.944 2.130
H 4.834 4.467 -1.292
H -4.226 -5.719 3.501
C 2.982 3.317 -1.659
H -2.011 3.993 -1.446
C -2.860 3.707 -2.044
C -3.639 2.588 -1.913
C -4.525 1.564 1.695
C -1.935 -2.853 -4.480
C 0.012 -1.189 4.012
H -3.095 5.471 -3.410
H 3.572 -4.946 4.349
H -2.458 -1.283 -5.758
H 4.444 1.957 -0.300
H -6.463 -2.727 -4.295
H 2.641 0.254 -0.685
H 4.191 0.730 1.894
H -4.033 3.673 2.342
C -2.420 -4.132 -4.351
C 4.044 -2.903 4.449
H -5.459 2.067 -2.873
C 3.823 5.636 2.767
C -7.273 -1.903 -2.508
N 0.980 -1.815 4.751
H 3.874 1.928 -4.524
H 4.300 -0.891 3.608
H -3.908 -5.211 -5.653
H -7.100 -1.006 -0.521
H 2.370 3.498 -0.792
C -5.072 -2.081 -2.875
H -1.908 0.368 -0.932
H -4.455 -1.178 -0.974
C 3.719 2.449 -3.595
H 5.614 3.391 -3.428
C -3.420 -3.156 -6.124
H 1.751 1.889 -2.901
C -0.607 -1.203 6.171
H -1.196 -1.072 7.063
N 0.911 6.987 0.972
C 5.322 4.331 1.726
C 0.620 -1.804 6.068
H 6.699 4.437 3.325
H 1.190 -3.780 -1.006
H -5.532 1.613 1.311
H -0.930 -5.347 -1.711
N 5.188 1.448 0.155
C -3.667 -4.283 0.640
H 3.356 4.730 0.810
C 1.017 -0.893 0.120
H -0.516 -0.005 -1.985
H 3.305 -1.957 1.413
C 3.507 -2.520 2.309
C 1.039 1.832 1.207
C 4.020 -1.922 3.487
C -1.003 -0.823 4.859
C 4.233 3.807 -1.897
H 1.485 7.781 1.192
C -1.047 -0.290 -1.059
C -3.332 -4.331 -5.419
H 0.499 1.691 -0.870
C -1.527 -1.726 -1.204
N -4.696 2.713 -2.773
H -3.863 -0.530 1.225
H -1.548 2.690 2.600
N 3.587 -4.059 3.877
H 1.213 -2.297 6.820
H -1.935 -2.036 -0.238
H -3.007 -3.917 -0.127
H -6.476 -5.117 2.140
N -2.451 0.862 1.998
H 3.348 -4.856 -2.260
C 0.122 -5.445 -1.921
H 0.677 1.777 2.237
N 0.552 -6.449 -2.746
H 1.665 -0.414 -1.950
C -3.696 0.472 1.586
C 1.902 -6.339 -2.946
H -1.324 4.684 1.442
H 5.094 5.876 4.587
C -3.742 2.654 2.147
C 6.354 0.281 1.627
H -0.274 6.746 2.734
C 4.094 4.923 1.572
H 2.399 -7.008 -3.627
C -2.458 2.186 2.322
C -0.565 5.337 1.042
H 1.343 2.869 1.050
H -5.651 -4.003 -0.205
C 2.337 -5.228 -2.275
N -0.183 -0.059 0.096
H -0.011 -7.188 -3.129
N 5.794 4.673 2.960
C 5.111 0.773 1.333
H -3.615 1.763 -1.220
```

Properties
Relative energy (zero: lowest compared OMol25 entry of this formula, charge and spin), kcal per mole: 0.0
HOMO level, eV: -7.8
E_tot, eV: -76583.2954



# C54H92NO31P

A cluster of 10 separate species, C54H92NO31P in total at a distorted geometry (ωB97M-V/def2-TZVPD, the OMol25 dataset).

The geometry in XYZ format:
```
179
Properties=species:S:1:pos:R:3
H -1.266 -3.076 0.957
H 2.906 1.837 8.371
O -13.012 -4.363 -8.498
H -0.063 3.008 0.594
H 4.447 1.472 4.243
C -5.321 -4.033 1.934
O 6.973 4.013 -6.603
O -6.382 -3.083 -0.882
H 6.015 4.900 -9.022
H -9.750 -7.876 -6.786
H 3.349 -1.456 9.365
C 6.403 -0.424 5.424
C 1.272 0.789 7.351
O 8.626 -2.613 6.146
C 5.971 2.032 6.195
C -1.865 -2.365 0.385
C -2.962 0.550 -4.191
C 3.871 4.687 -1.802
H -8.012 -8.019 -7.126
O 2.868 5.314 -1.702
C -3.187 -0.223 -2.917
H -4.701 -4.778 -2.235
O -4.484 -3.993 1.091
H -9.463 -6.900 -9.440
O -11.097 -3.500 -9.331
H -7.822 -5.734 -7.838
C -6.155 -5.321 -3.722
H -12.177 -3.540 -4.841
H 3.192 3.350 4.349
C -6.662 -4.378 -1.428
O -3.833 1.740 1.134
C -3.828 1.778 -4.327
H 1.522 -1.039 8.407
C -12.999 -2.905 -5.177
H -5.661 -3.921 5.561
H -0.811 -0.547 0.835
O 3.106 -1.038 5.010
C 5.716 4.634 -6.900
H 4.433 -2.336 8.235
C -5.882 -2.323 -1.881
H -6.623 -5.601 3.817
C 9.210 7.065 2.977
O 7.269 -3.210 4.048
H -2.986 -1.643 2.702
C -0.974 -0.028 -3.289
C -11.920 -3.552 -8.474
H 5.425 2.058 2.874
C 5.290 2.936 -1.790
H 7.260 5.254 2.661
O -9.329 -5.135 -6.568
O -2.720 0.399 2.570
O 9.940 4.984 1.955
H 2.648 4.296 2.242
C 1.644 2.060 1.526
C -8.997 -5.625 -5.350
O 4.971 5.089 -2.495
O -2.771 -0.108 0.392
H 1.539 1.488 9.418
C -9.724 -6.077 -8.773
C 3.728 -1.320 5.947
O -1.570 0.906 -4.077
H 1.337 -1.231 6.690
H 7.682 3.198 -3.163
N 6.809 -4.457 6.280
O -5.717 -1.146 -1.804
H 5.036 2.304 -2.644
C 1.816 1.759 8.399
H 6.368 2.743 6.928
C -8.795 -7.345 -6.783
H 8.976 -3.305 6.729
H 5.439 7.250 -9.161
C -5.688 -4.456 -2.577
O 8.036 4.220 1.056
O -1.898 -0.821 -2.697
C 7.722 5.464 1.693
H -3.566 2.522 -3.573
C -7.016 -4.787 3.202
C 3.154 2.395 1.456
C 0.913 2.626 0.282
H 6.461 0.409 7.470
C -13.595 -4.327 -7.190
H -7.406 -3.602 5.678
H -6.407 -6.325 -3.382
H -14.677 -4.421 -7.250
H 1.555 0.972 1.464
C 9.328 3.920 1.369
C 6.208 2.648 4.790
H 7.026 6.041 1.085
O -5.319 -3.266 3.052
O -8.526 -6.894 -5.449
H -9.639 -5.146 -9.324
O 4.082 3.468 -1.233
C -13.154 -2.979 -6.677
H 3.706 0.356 7.217
P 7.200 -3.097 5.637
H 4.900 -0.784 8.822
H 7.118 2.209 4.373
H 0.188 0.716 7.454
H -3.075 -0.091 -5.070
H -5.371 -5.400 -4.479
H 6.377 3.720 4.883
C 3.552 3.677 2.199
H 1.469 3.443 -0.175
H -3.947 -0.983 -3.018
C 9.076 6.121 1.806
H -12.759 -1.887 -4.869
H 9.347 6.631 0.877
C 6.025 -1.754 6.140
H 5.688 -0.151 4.652
C -2.198 -0.930 2.445
H -3.677 2.245 -5.301
H 9.157 6.520 3.921
H 6.159 -1.692 7.220
C 7.951 4.842 -7.063
C 6.979 4.014 -3.335
H -7.021 -4.881 -4.208
C 0.713 1.568 -0.826
H 0.536 0.573 -0.422
O -9.105 -5.025 -4.327
H -6.490 -5.153 -0.685
H -2.893 -2.723 0.338
O -11.889 -2.817 -7.335
H 1.426 2.754 8.178
H 8.429 7.825 2.958
H 4.529 4.396 3.974
C 4.026 -1.368 8.525
O 9.845 2.874 1.161
C -8.830 -6.053 -7.559
H -13.195 -5.160 -6.606
C 6.040 4.185 -2.166
C 5.201 6.726 -8.235
H -0.176 1.860 -1.386
C 4.019 3.483 3.646
H 5.399 5.218 -6.031
H 6.431 -3.590 3.742
C -1.801 -0.985 0.992
H -7.709 -4.408 -1.741
C -6.480 -3.303 5.188
H 7.775 0.897 6.442
H 5.821 2.338 -1.051
H 1.454 1.184 6.348
H -13.917 -3.210 -4.674
H 7.548 4.929 -3.500
H -6.255 -2.275 5.472
H -3.429 0.411 -2.063
C 3.389 -0.683 7.285
C -6.598 -3.421 3.688
C -3.173 0.773 1.343
O -5.589 -3.076 -2.971
O -6.403 -4.852 1.909
H 10.179 7.564 2.953
H 6.574 4.595 -1.305
O 4.725 -2.253 5.803
C 5.020 2.312 3.856
H 4.279 4.269 1.639
H 5.961 -4.363 6.829
H 4.960 3.882 -7.117
H 4.140 6.474 -8.243
H 7.345 -0.615 4.907
H -8.095 -4.892 3.121
O 9.105 4.724 -6.815
H 1.538 1.575 -1.531
H 3.712 1.505 1.754
O 7.422 5.823 -7.842
H -13.820 -2.186 -7.028
H -1.352 -1.074 3.116
H -7.262 -2.644 3.300
H 1.179 2.362 2.467
C 1.846 -0.634 7.447
H -10.770 -6.174 -8.479
H 3.395 2.559 0.405
H -1.489 -2.341 -0.639
O 0.200 -0.131 -3.129
H 6.425 3.819 -4.251
H 4.895 1.986 6.371
C 6.051 5.486 -8.099
H -4.883 1.523 -4.225
C 6.701 0.708 6.447
H 5.397 7.421 -7.418
```

Properties
Structure (SMILES): CCCCCCCCCCC[C@@H](OC(=O)[C@H](C)CCC)P(=N)(O)O.C[C@@H]1COC(=O)O1.C[C@@H]1COC(=O)O1.C[C@@H]1COC(=O)O1.C[C@@H]1COC(=O)O1.C[C@@H]1COC(=O)O1.C[C@@H]1COC(=O)O1.C[C@@H]1COC(=O)O1.C[C@@H]1COC(=O)O1.C[C@@H]1COC(=O)O1
HOMO level, eV: -8.9
E_tot, eV: -131745.3758



# C54H98CrN12O2

A structure of composition C54H98CrN12O2 at a distorted geometry (ωB97M-V/def2-TZVPD, the OMol25 dataset).

The geometry in XYZ format:
```
167
Properties=species:S:1:pos:R:3
H 3.239 4.412 -3.951
C 5.994 -1.881 4.177
H 0.636 -6.236 3.553
C -4.214 1.951 3.481
C -1.966 5.164 -2.089
H -4.294 1.238 4.302
H -3.694 -0.219 -0.165
C -2.905 -3.128 3.065
C 0.106 -2.321 -6.279
H 5.341 -3.784 4.184
H -4.912 -4.395 -0.719
H 2.055 -4.614 -0.796
H -1.758 -0.959 -1.300
H 3.834 1.018 0.232
H 1.203 -0.496 -6.798
H 4.031 1.196 -4.091
C 6.767 2.125 -1.051
H 4.479 2.142 2.437
C 1.179 7.827 1.098
H 2.875 0.914 6.000
C -4.184 -6.083 -1.739
H -4.831 5.201 -2.168
H 1.074 -0.831 6.290
H -5.022 -1.145 -2.262
H -1.722 -6.481 1.433
H -1.507 0.701 0.323
H 0.934 0.241 7.542
H -2.891 4.291 2.598
N 1.323 8.254 2.147
C 1.950 -3.732 -1.428
C -0.052 -7.593 1.976
N 0.290 -3.172 4.923
Cr -0.774 2.389 -3.165
C 2.987 1.443 -4.282
H -1.920 -4.351 -1.172
C -0.866 -1.594 3.148
C -2.973 6.172 -1.722
N -1.248 4.330 -2.341
H -0.439 -1.896 2.192
C 0.814 -6.376 2.487
H -3.728 -5.246 0.215
H 1.631 2.151 6.212
H 3.426 -3.360 2.403
C -5.489 -0.436 -1.579
C 5.321 -2.977 3.452
H -4.968 6.914 -2.200
C 5.249 2.037 1.672
H -0.531 -0.488 -7.032
H 1.379 -1.977 -4.488
C 3.912 -2.561 2.962
C -0.140 -0.695 -4.275
H 0.507 -1.413 -8.193
H 1.453 0.634 -0.009
C -3.955 -4.911 -0.796
H -4.734 1.613 2.584
H 2.945 1.903 -5.269
H -2.095 2.323 3.895
C 1.680 1.215 4.295
C -5.541 0.939 -2.286
C -4.313 6.099 -2.505
C -2.386 -1.689 3.084
H -6.061 1.693 -1.695
C -3.391 3.314 0.864
C 0.834 0.219 6.457
H -4.930 -6.710 -1.251
H -2.493 7.146 -1.814
C 0.320 -2.033 -4.739
C 3.827 -1.210 2.197
C -3.111 -3.456 -2.608
N 7.740 2.753 -1.132
H -6.041 0.833 -3.248
H 2.791 -0.898 2.071
H 1.649 5.569 -1.454
H 3.680 -2.820 -0.372
H 1.867 -6.599 2.312
C 3.484 3.719 -3.146
C 2.610 2.452 -3.218
C 0.366 -1.092 -7.160
H -3.992 -3.043 3.085
H 3.842 -0.708 -1.394
C -0.216 -2.459 4.142
H 5.804 1.132 1.918
H 2.657 5.849 -0.050
H 1.285 7.974 -0.942
H 2.844 1.927 -2.292
N 6.476 -1.022 4.782
H 4.245 -0.429 2.833
H -2.593 -3.724 3.923
O -0.733 1.628 -1.227
H 4.518 3.373 -3.170
H -6.514 -0.787 -1.458
H 5.890 -3.255 2.565
H 4.298 -1.245 1.215
N -3.160 1.866 -3.028
H 0.212 -7.918 0.970
C 0.558 0.708 0.609
C -4.765 -0.422 -0.180
H 0.518 -0.087 1.353
C 1.829 1.156 5.814
N -0.471 0.353 -3.894
H 5.100 1.289 -1.872
H 0.715 1.583 3.948
C -2.585 3.406 2.040
C -4.086 6.185 -4.022
H -0.114 -2.825 -4.129
C 1.626 5.856 -0.403
H -1.752 -7.038 3.164
H 0.114 -8.486 2.579
H -2.903 -1.224 3.923
H 1.259 3.751 0.196
H 3.717 -1.812 -2.703
H -0.916 -2.675 -6.413
H 3.205 4.201 -2.209
H 2.269 -0.893 -2.259
C 0.913 7.255 -0.212
N 0.192 -4.146 1.249
N -1.650 0.637 5.724
C -0.551 0.440 6.062
H -0.137 4.809 0.408
H -2.028 -8.199 1.770
H 3.358 -2.417 3.890
O 1.259 2.768 -3.256
N -3.290 -3.082 -3.671
H -3.127 6.176 -0.642
H -0.746 -1.641 -0.012
H -4.910 -1.415 0.247
C -2.723 2.144 3.022
H -2.708 -1.120 2.211
C -4.199 1.443 -2.706
H 0.658 1.640 1.165
C -2.900 -3.879 -1.240
H -0.169 7.213 -0.339
H -4.723 2.881 3.734
H 0.654 -3.220 -6.565
H -5.205 0.372 0.424
C -0.792 -0.889 -0.800
H 2.358 0.555 -4.217
H -5.091 6.131 -4.442
C 0.952 4.765 0.452
H -2.547 -3.607 2.154
H -2.875 -3.023 -0.566
H -0.024 -1.164 -1.522
C -1.531 -7.298 2.129
H 5.855 0.307 -0.650
C 2.340 -4.134 -2.802
H 0.898 -3.466 -1.536
C 0.484 -5.139 1.775
C 3.149 -1.404 -1.867
H 1.143 4.963 1.506
H -0.613 -0.545 3.306
H -3.649 7.101 -4.419
H -1.528 3.565 1.824
H -2.314 1.255 2.542
H 2.128 -2.111 -0.127
C 4.612 1.779 0.278
H -4.651 -5.809 -2.685
H 5.941 2.879 1.686
C 5.549 1.328 -0.879
H 2.413 1.931 3.924
H 4.232 2.709 -0.144
N 2.656 -4.410 -3.866
C -0.625 0.582 -0.306
H -3.590 5.343 -4.506
H -3.344 -6.742 -1.958
C 2.770 -2.533 -0.900
H 1.854 0.280 3.762
N -4.007 3.275 -0.104
```

Properties
Expectation value of S²: 4.137
Charge: +1
Relative energy (zero: lowest compared OMol25 entry of this formula, charge and spin), kcal per mole: 13.5
HOMO level (alpha / beta), eV: -10.9 / -11.5
E_tot, eV: -107976.5908
2S+1: 4